Version w
{"formula": "C2H10NO2", "method": "ωB97M-V with the def2-TZVPD basis set", "symbols": ["O", "O", "N", "C", "C", "H", "H", "H", "H", "H", "H", "H", "H", "H", "H"], "positions_angstrom": [[-0.9311, 1.1903, 0.3827], [0.8503, -1.3383, 2.3425], [-0.5940, -0.9230, -0.5628], [0.3089, 0.0796, -1.3671], [-0.3651, 1.4901, -0.7988], [0.3428, -0.0082, -2.4923], [-1.3057, -0.5141, 0.0268], [0.3375, 2.3111, -0.8042], [-0.4813, 1.7041, 1.1151], [1.4542, -2.0457, 2.4212], [-0.8640, -1.6642, -1.1193], [0.0321, -1.2302, 0.1922], [1.2479, -0.0886, -0.8669], [1.2596, -0.7026, 2.9974], [-1.2920, 1.7397, -1.4664]], "nbo_charge": [-0.74, -0.97, -0.70, -0.25, -0.07, 0.26, 0.47, 0.21, 0.51, 0.48, 0.43, 0.46, 0.21, 0.49, 0.19], "lumo_energy_ev": -3.224, "total_charge": 1, "orbital_gap_ev": 11.8730}

Version x
{"formula": "C2H10NO2", "method": "ωB97M-V with the def2-TZVPD basis set", "symbols": ["O", "O", "N", "C", "C", "H", "H", "H", "H", "H", "H", "H", "H", "H", "H"], "positions_angstrom": [[0.8088, 2.0992, -0.4398], [-0.4400, -0.7618, -2.4169], [-0.6424, 0.0958, 0.1948], [0.1392, -0.1905, 1.4658], [0.1298, -1.3973, 2.0241], [-1.2572, -0.7007, -0.0219], [-0.7993, -1.9432, 1.9775], [-1.0990, 0.9604, -0.1087], [1.0314, 2.6002, 0.3563], [0.1817, -1.4441, -2.6892], [0.0578, -0.0359, -0.5833], [0.6742, 0.6428, 1.9142], [-1.0532, -0.5432, -3.1191], [0.8940, -1.9556, 2.5696], [1.3741, 2.5738, -1.1235]], "nbo_charge": [-0.99, -0.99, -0.73, -0.04, -0.36, 0.44, 0.21, 0.47, 0.49, 0.50, 0.49, 0.23, 0.51, 0.26, 0.51], "lumo_energy_ev": -3.355, "total_charge": 1, "orbital_gap_ev": 11.1520}

Version y
{"formula": "C2H10NO2", "method": "ωB97M-V with the def2-TZVPD basis set", "symbols": ["O", "O", "N", "C", "C", "H", "H", "H", "H", "H", "H", "H", "H", "H", "H"], "positions_angstrom": [[0.8420, -2.1961, 1.1590], [-0.0956, 2.6774, 0.2164], [-0.4472, -0.7961, -0.8602], [-0.5844, 0.7071, -0.9545], [0.2448, 1.3147, 0.1419], [-0.2761, 0.9898, -1.9554], [-0.5618, -1.2854, -1.7508], [-1.1120, -1.1878, -0.1936], [1.2980, 1.1318, 0.0136], [-0.0164, 0.8076, 1.0851], [0.4466, -1.2036, -0.5264], [0.4207, -1.8825, 1.9705], [1.1350, -3.0696, 1.4662], [-1.6292, 0.9274, -0.7976], [0.3356, 3.0654, 0.9859]], "nbo_charge": [-0.98, -0.69, -0.69, -0.22, -0.08, 0.24, 0.44, 0.44, 0.18, 0.16, 0.47, 0.49, 0.51, 0.24, 0.49], "lumo_energy_ev": -3.567, "total_charge": 1, "orbital_gap_ev": 11.1037}

In terms of stability, version y leads; the second structure lies 84.4 kJ/mol higher.

Version w
{"formula": "C9H9NS", "method": "ωB97M-V with the def2-TZVPD basis set", "symbols": ["S", "N", "C", "C", "C", "C", "C", "C", "C", "C", "C", "H", "H", "H", "H", "H", "H", "H", "H", "H"], "positions_angstrom": [[-2.3587, 0.6702, 0.7326], [0.0690, -1.7551, 1.5340], [-0.0716, 1.7671, 0.1738], [-1.0573, -0.1335, -1.3218], [2.9948, 0.4362, -0.0947], [-0.8667, 0.6889, -0.2649], [-2.2555, -0.9653, -1.2254], [1.7825, -0.2771, 0.4397], [1.0598, -1.1413, 0.8685], [0.5903, 2.7809, 0.3719], [-2.9472, -0.7040, -0.0947], [3.3842, -0.1618, -0.8885], [-3.8705, -1.2841, 0.1063], [-0.2094, -2.4198, 0.8413], [0.9028, 3.6912, 0.7862], [2.6421, 1.2546, -0.6331], [-2.3883, -1.7236, -2.0524], [-0.6597, -1.1735, 1.9274], [3.5147, 0.5110, 0.8189], [-0.2551, -0.0611, -2.0250]], "nbo_charge": [0.42, -0.84, 0.05, -0.23, -0.67, -0.27, -0.26, -0.09, 0.12, -0.25, -0.43, 0.23, 0.25, 0.39, 0.24, 0.23, 0.24, 0.40, 0.24, 0.24], "lumo_energy_ev": 0.499, "orbital_gap_ev": 8.5102, "smiles": "C#Cc1cccs1.CC#CN"}

Version x
{"formula": "C9H9NS", "method": "ωB97M-V with the def2-TZVPD basis set", "symbols": ["S", "N", "C", "C", "C", "C", "C", "C", "C", "C", "C", "H", "H", "H", "H", "H", "H", "H", "H", "H"], "positions_angstrom": [[-2.3188, -0.7680, -0.1010], [-0.9506, 0.5870, 0.0647], [0.6389, -1.2743, -0.6279], [1.8788, -1.7489, -0.7617], [1.4183, 0.6470, 0.5250], [-3.2992, -0.3801, 1.2177], [-1.1761, 1.5653, -0.9655], [3.0170, -0.9701, -0.3353], [0.3340, -0.0273, -0.0472], [-4.1638, -0.0517, 2.0010], [2.7186, 0.1356, 0.4520], [1.2538, 1.4560, 1.1755], [-1.4452, 1.1566, -2.0019], [-2.0790, 2.0372, -0.5860], [2.0380, -2.6475, -1.2849], [3.4418, 0.5338, 1.0513], [-0.3476, 2.3932, -0.8184], [4.0598, -1.3322, -0.4852], [-0.1674, -1.7711, -0.9999], [-4.8513, 0.4595, 2.5277]], "nbo_charge": [0.40, -0.47, -0.25, -0.19, -0.23, -0.26, -0.44, -0.21, 0.15, -0.19, -0.20, 0.21, 0.20, 0.21, 0.21, 0.21, 0.22, 0.22, 0.21, 0.22], "lumo_energy_ev": 0.224, "orbital_gap_ev": 8.9249, "smiles": "C#CSN(C)c1ccccc1"}

In terms of stability, version x leads; the second structure lies 148.1 kJ/mol higher.

Version w
{"formula": "C6H11N2S", "method": "ωB97M-V with the def2-TZVPD basis set", "symbols": ["S", "N", "N", "C", "C", "C", "C", "C", "C", "H", "H", "H", "H", "H", "H", "H", "H", "H", "H", "H"], "positions_angstrom": [[-3.8507, -0.0820, 0.4463], [1.7505, -0.2757, 0.6907], [-2.2271, -0.1357, -0.1882], [-0.1819, -0.9017, -0.5867], [0.8593, 0.9280, 0.4910], [-1.4516, 1.0523, -0.4566], [-0.0155, 0.5429, -0.6085], [-1.4280, -1.2480, -0.1461], [1.1559, -1.4772, -0.1105], [-1.3149, 1.8154, 0.3486], [0.3437, 1.0470, 1.4274], [-1.9336, 1.6533, -1.2464], [1.7687, -1.7682, -1.0228], [2.7454, -0.0771, 0.2985], [-4.3558, 0.2076, -0.7794], [0.9979, -2.3334, 0.3995], [1.9388, -0.6385, 1.6842], [1.4483, 1.8166, 0.3309], [-1.8870, -2.1992, 0.0550], [0.3768, 0.9134, -1.5947]], "nbo_charge": [0.23, -0.54, -0.53, -0.18, -0.21, -0.20, -0.30, 0.09, -0.23, 0.20, 0.23, 0.23, 0.24, 0.45, 0.13, 0.23, 0.46, 0.24, 0.25, 0.24], "lumo_energy_ev": -3.394, "total_charge": 1, "orbital_gap_ev": 8.1666, "smiles": "SN1C=C2C[NH2+]C[C@@H]2C1"}

Version x
{"formula": "C6H11N2S", "method": "ωB97M-V with the def2-TZVPD basis set", "symbols": ["S", "N", "N", "C", "C", "C", "C", "C", "C", "H", "H", "H", "H", "H", "H", "H", "H", "H", "H", "H"], "positions_angstrom": [[1.8391, 0.4552, 0.6824], [0.0223, -1.1202, -0.4818], [-2.2760, 0.4345, -0.2394], [2.9076, 1.3347, -0.5506], [-0.9727, 0.9284, 0.1032], [1.1965, -1.8045, -0.4005], [0.0681, 0.0851, -0.1331], [-3.0550, -0.2846, 0.9567], [2.2432, -1.2021, 0.1954], [2.3664, 1.3502, -1.4091], [3.8405, 0.7835, -0.6245], [-2.3657, -0.9162, 1.5888], [-3.5901, 0.3697, 1.7269], [3.1621, -1.5632, 0.6307], [3.1911, 2.3220, -0.3540], [1.1530, -2.9372, -0.7046], [-3.8039, -0.8741, 0.3370], [-2.8297, 1.0891, -0.8980], [-2.1409, -0.3631, -0.8931], [-0.9560, 1.9129, 0.4677]], "nbo_charge": [0.70, -0.61, -0.53, -0.70, -0.30, 0.07, 0.21, -0.42, -0.54, 0.23, 0.26, 0.25, 0.25, 0.27, 0.25, 0.25, 0.23, 0.45, 0.45, 0.23], "lumo_energy_ev": -3.125, "total_charge": 1, "orbital_gap_ev": 8.1547}

In terms of stability, version w leads; the second structure lies 130.5 kJ/mol higher.

Version w
{"formula": "C3H5BrO", "method": "ωB97M-V with the def2-TZVPD basis set", "symbols": ["Br", "O", "C", "C", "C", "H", "H", "H", "H", "H"], "positions_angstrom": [[-2.5584, -0.0403, 0.0833], [0.4877, -2.5589, 0.3876], [-0.9237, -0.3156, -0.6943], [-0.4977, -2.2325, -0.1526], [0.2989, 0.4173, -0.2684], [-0.8087, -0.2807, -1.8398], [0.4423, 0.2652, 0.7802], [0.2826, 1.5089, -0.3981], [-1.2945, -2.8048, -0.4292], [1.0400, -0.1601, -0.8760]], "nbo_charge": [0.07, -0.48, -0.42, 0.49, -0.65, 0.22, 0.21, 0.22, 0.11, 0.23], "lumo_energy_ev": 0.839, "orbital_gap_ev": 9.6602}

Version x
{"formula": "C3H5BrO", "method": "ωB97M-V with the def2-TZVPD basis set", "symbols": ["Br", "O", "C", "C", "C", "H", "H", "H", "H", "H"], "positions_angstrom": [[1.1161, -0.7379, -2.5231], [-0.6969, 0.7780, -0.8349], [-1.0086, 0.7503, 0.5266], [0.5145, 0.0235, -0.6785], [0.3078, -0.8690, 0.4697], [-0.3096, -1.7591, 0.4617], [-0.4133, 1.5856, 1.0555], [1.1440, -0.9590, 1.1954], [-2.0459, 0.6005, 0.7590], [1.3920, 0.5870, -0.4313]], "nbo_charge": [-0.12, -0.54, 0.00, 0.09, -0.42, 0.22, 0.17, 0.22, 0.20, 0.19], "lumo_energy_ev": 0.426, "orbital_gap_ev": 9.8670}

In terms of stability, version w leads; the second structure lies 81.9 kJ/mol higher.